Computed, not measured: 11 unconnected molecules or ions with the total composition C81H176N8O17S3 at a distorted geometry, with wB97M-V/def2-TZVPD.

Summary:
HOMO level, eV: -7.975
SMILES: CC1(C)CCCC(C)(C)N1O.CC1(C)CCCC(C)(C)N1O.CC1(C)CCCC(C)(C)N1O.CC1(C)CCCC(C)(C)N1O.CC1(C)CCCC(C)(C)N1O.CC1(C)CCCC(C)(C)N1O.CC1(C)CCCC(C)(C)N1O.CC1(C)CCCC(C)(C)N1O.CCOS(C)(=O)=O.CCOS(C)(=O)=O.CCOS(C)(=O)=O
E_tot, a.u.: -6103.097263
Energy relative to the best compared isomer or geometry (same formula, charge and spin), kcal per mole: 22.3
Kohn-Sham gap, Eh: 0.30021
Net charge: 0

Bonds (Å) are listed after each position.
Cartesian coordinates (Å):
1 C 15.37521 21.41956 11.00642  C2 1.585, H12 1.095, H13 1.055, H14 1.066
2 C 16.65546 21.94868 11.77607  C1 1.585, C3 1.506, C4 1.547, N10 1.459
3 C 17.43922 22.84739 10.85698  C2 1.506, H15 1.122, H16 1.111, H17 1.081
4 C 16.33686 22.75162 13.05960  C2 1.547, C5 1.555, H18 1.109, H19 1.121
5 C 17.57690 22.96674 13.97293  C4 1.555, C6 1.522, H20 1.078, H21 1.084
6 C 18.17689 21.64852 14.44153  C5 1.522, C7 1.526, H22 1.089, H23 1.101
7 C 18.51255 20.89216 13.15944  C6 1.526, C8 1.550, C9 1.574, N10 1.466
8 C 19.75442 21.48604 12.44691  C7 1.550, H24 1.089, H25 1.081, H26 1.069
9 C 18.98496 19.48664 13.68873  C7 1.574, H27 1.085, H28 1.100, H29 1.079
10 N 17.36000 20.76711 12.26276  C2 1.459, C7 1.466, O11 1.448
11 O 17.75150 20.01004 11.09186  N10 1.448, H30 0.961
12 H 14.69718 22.26577 10.85586  C1 1.095
13 H 15.79297 21.05776 10.10751  C1 1.055
14 H 14.85624 20.77674 11.68015  C1 1.066
15 H 17.89186 22.22837 10.03789  C3 1.122
16 H 16.73858 23.48139 10.27316  C3 1.111
17 H 18.23094 23.48530 11.22536  C3 1.081
18 H 15.91157 23.73519 12.77325  C4 1.109
19 H 15.60789 22.21765 13.72307  C4 1.121
20 H 18.26857 23.62620 13.47469  C5 1.078
21 H 17.22779 23.45496 14.87525  C5 1.084
22 H 17.46601 20.97470 14.91777  C6 1.089
23 H 19.12201 21.79235 14.98704  C6 1.101
24 H 19.67729 22.54138 12.18837  C8 1.089
25 H 19.79271 20.94989 11.50916  C8 1.081
26 H 20.66922 21.33108 12.97805  C8 1.069
27 H 19.66181 19.63712 14.52372  C9 1.085
28 H 19.45640 18.79697 12.97293  C9 1.100
29 H 18.13978 18.91868 14.04512  C9 1.079
30 H 17.19629 19.22921 11.17080  O11 0.961
31 C 21.91518 21.92785 15.78037  C32 1.549, H42 1.098, H43 1.104, H44 1.081
32 C 22.10610 21.86586 17.31631  C31 1.549, C33 1.512, C34 1.619, N40 1.422
33 C 22.15848 23.29767 17.79970  C32 1.512, H45 1.086, H46 1.099, H47 1.099
34 C 20.76909 21.19337 17.93387  C32 1.619, C35 1.519, H48 1.070, H49 1.100
35 C 20.96470 20.75958 19.37621  C34 1.519, C36 1.483, H50 1.122, H51 1.108
36 C 22.20425 19.96252 19.54239  C35 1.483, C37 1.541, H52 1.122, H53 1.099
37 C 23.43404 20.72459 19.01234  C36 1.541, C38 1.508, C39 1.543, N40 1.439
38 C 23.82083 21.83550 19.95546  C37 1.508, H54 1.121, H55 1.098, H56 1.087
39 C 24.58959 19.70291 19.06470  C37 1.543, H57 1.122, H58 1.079, H59 1.096
40 N 23.23659 21.06031 17.62707  C32 1.422, C37 1.439, O41 1.474
41 O 24.47644 21.68521 17.13122  N40 1.474, H60 0.961
42 H 22.90552 22.13686 15.35494  C31 1.098
43 H 21.60774 20.97835 15.30731  C31 1.104
44 H 21.26903 22.73250 15.45815  C31 1.081
45 H 21.34772 23.92993 17.44913  C33 1.086
46 H 22.24898 23.34825 18.89330  C33 1.099
47 H 23.04421 23.74062 17.32369  C33 1.099
48 H 19.99343 21.92493 17.84834  C34 1.070
49 H 20.52636 20.31526 17.31783  C34 1.100
50 H 20.92522 21.66325 20.03957  C35 1.122
51 H 20.15667 20.06624 19.68314  C35 1.108
52 H 22.20791 18.95831 19.04280  C36 1.122
53 H 22.49479 19.66404 20.55900  C36 1.099
54 H 22.96769 22.33165 20.48793  C38 1.121
55 H 24.20564 22.62684 19.29882  C38 1.098
56 H 24.46925 21.47975 20.75256  C38 1.087
57 H 25.59679 20.19594 19.02928  C39 1.122
58 H 24.46205 19.04334 18.21993  C39 1.079
59 H 24.62310 19.12574 19.99585  C39 1.096
60 H 24.91508 20.86839 16.87733  O41 0.961
61 C 9.38748 16.11098 19.81441  C62 1.490, H72 1.074, H73 1.090, H74 1.082
62 C 10.32996 15.18906 19.12048  C61 1.490, C63 1.536, C64 1.566, N70 1.465
63 C 9.59436 14.67572 17.87350  C62 1.536, H75 1.074, H76 1.093, H77 1.093
64 C 11.55700 16.03214 18.63574  C62 1.566, C65 1.525, H78 1.068, H79 1.108
65 C 12.71512 15.19459 18.10384  C64 1.525, C66 1.507, H80 1.082, H81 1.117
66 C 13.07924 14.17649 19.15386  C65 1.507, C67 1.546, H82 1.091, H83 1.106
67 C 11.90920 13.25404 19.56582  C66 1.546, C68 1.514, C69 1.553, N70 1.501
68 C 11.62138 12.25960 18.46153  C67 1.514, H84 1.090, H85 1.113, H86 1.084
69 C 12.39264 12.48589 20.82594  C67 1.553, H87 1.099, H88 1.107, H89 1.096
70 N 10.79138 14.14049 20.03358  C62 1.465, C67 1.501, O71 1.454
71 O 9.70649 13.28369 20.48575  N70 1.454, H90 0.969
72 H 8.46779 15.67158 20.15276  C61 1.074
73 H 9.82914 16.51576 20.72516  C61 1.090
74 H 8.98662 16.87334 19.15992  C61 1.082
75 H 8.96137 13.85858 18.16338  C63 1.074
76 H 9.04005 15.52636 17.46987  C63 1.093
77 H 10.31440 14.39016 17.10227  C63 1.093
78 H 11.14316 16.70042 17.91291  C64 1.068
79 H 11.91713 16.56487 19.53793  C64 1.108
80 H 12.40045 14.68313 17.20431  C65 1.082
81 H 13.65415 15.75859 17.88678  C65 1.117
82 H 13.37977 14.67711 20.07511  C66 1.091
83 H 13.88786 13.48381 18.85484  C66 1.106
84 H 12.25805 11.37551 18.49400  C68 1.090
85 H 11.88200 12.60064 17.43489  C68 1.113
86 H 10.58484 11.94904 18.39155  C68 1.084
87 H 13.40222 12.07678 20.67881  C69 1.099
88 H 11.77499 11.57744 20.96021  C69 1.107
89 H 12.30795 13.17771 21.67130  C69 1.096
90 H 9.90058 13.19621 21.43129  O71 0.969
91 C 13.18786 26.26592 21.38928  C92 1.556, H102 1.079, H103 1.063, H104 1.077
92 C 11.87008 25.62926 20.86175  C91 1.556, C93 1.544, C94 1.513, N100 1.519
93 C 10.77565 26.70819 20.71148  C92 1.544, H105 1.067, H106 1.102, H107 1.096
94 C 12.15221 24.89092 19.57211  C92 1.513, C95 1.504, H108 1.084, H109 1.087
95 C 13.12610 23.77410 19.82830  C94 1.504, C96 1.485, H110 1.101, H111 1.065
96 C 12.42639 22.78093 20.68185  C95 1.485, C97 1.595, H112 1.113, H113 1.064
97 C 11.91765 23.33486 22.08861  C96 1.595, C98 1.580, C99 1.473, N100 1.477
98 C 10.84364 22.31324 22.63545  C97 1.580, H114 1.079, H115 1.081, H116 1.105
99 C 13.08712 23.51496 22.96508  C97 1.473, H117 1.090, H118 1.093, H119 1.096
100 N 11.25404 24.62732 21.82357  C92 1.519, C97 1.477, O101 1.397
101 O 10.81088 25.25286 22.99114  N100 1.397, H120 0.974
102 H 14.08642 25.67434 21.30566  C91 1.079
103 H 13.38344 27.15285 20.83777  C91 1.063
104 H 13.09094 26.65808 22.38817  C91 1.077
105 H 9.89929 26.13497 20.50655  C93 1.067
106 H 10.58140 27.17799 21.68975  C93 1.102
107 H 11.02662 27.48149 19.97713  C93 1.096
108 H 11.23461 24.48784 19.16025  C94 1.084
109 H 12.46540 25.63744 18.84600  C94 1.087
110 H 13.36983 23.33654 18.84768  C95 1.101
111 H 14.03963 24.17891 20.19789  C95 1.065
112 H 13.04220 21.89007 20.93744  C96 1.113
113 H 11.62592 22.35665 20.12317  C96 1.064
114 H 10.42757 22.57730 23.59543  C98 1.079
115 H 11.19344 21.29114 22.65680  C98 1.081
116 H 9.99319 22.31252 21.93004  C98 1.105
117 H 13.87199 24.02225 22.40404  C99 1.090
118 H 13.43992 22.54521 23.32386  C99 1.093
119 H 12.86242 24.07606 23.87906  C99 1.096
120 H 9.84154 25.22881 22.89471  O101 0.974
121 C 12.73725 14.15315 10.41945  C122 1.499, H132 1.086, H133 1.049, H134 1.095
122 C 13.37387 14.10096 11.77590  C121 1.499, C123 1.493, C124 1.598, N130 1.512
123 C 14.37695 12.99596 11.82498  C122 1.493, H135 1.099, H136 1.073, H137 1.079
124 C 14.07912 15.50567 12.06304  C122 1.598, C125 1.505, H138 1.077, H139 1.101
125 C 13.05226 16.55135 12.40642  C124 1.505, C126 1.551, H140 1.118, H141 1.089
126 C 12.15903 16.06916 13.57916  C125 1.551, C127 1.531, H142 1.071, H143 1.104
127 C 11.37998 14.79171 13.25375  C126 1.531, C128 1.537, C129 1.531, N130 1.504
128 C 10.62786 14.31443 14.50691  C127 1.537, H144 1.078, H145 1.089, H146 1.097
129 C 10.40854 15.07384 12.10415  C127 1.531, H147 1.112, H148 1.092, H149 1.091
130 N 12.44782 13.78402 12.92838  C122 1.512, C127 1.504, O131 1.458
131 O 11.70935 12.55206 12.67731  N130 1.458, H150 0.966
132 H 11.98527 13.37915 10.30110  C121 1.086
133 H 12.16792 15.01553 10.23628  C121 1.049
134 H 13.46723 13.96218 9.62640  C121 1.095
135 H 15.28667 13.20503 11.24427  C123 1.099
136 H 14.68658 12.87267 12.84531  C123 1.073
137 H 13.89692 12.07948 11.52011  C123 1.079
138 H 14.70723 15.30146 12.91416  C124 1.077
139 H 14.64287 15.76410 11.15387  C124 1.101
140 H 13.64804 17.46443 12.65314  C125 1.118
141 H 12.42930 16.82753 11.55643  C125 1.089
142 H 11.50728 16.85337 13.90661  C126 1.071
143 H 12.81538 15.73543 14.40154  C126 1.104
144 H 10.10021 15.12181 14.98930  C128 1.078
145 H 11.40096 13.90117 15.15349  C128 1.089
146 H 9.91496 13.50037 14.32396  C128 1.097
147 H 9.99451 14.12926 11.68839  C129 1.112
148 H 10.80152 15.67975 11.28507  C129 1.092
149 H 9.59298 15.67639 12.50756  C129 1.091
150 H 11.96380 12.03332 13.45172  O131 0.966
151 C 15.53814 17.99648 24.11886  C152 1.487, H162 1.095, H163 1.112, H164 1.064
152 C 15.02540 17.60616 22.77895  C151 1.487, C153 1.495, C154 1.593, N160 1.485
153 C 16.18620 17.66264 21.83847  C152 1.495, H165 1.050, H166 1.043, H167 1.106
154 C 14.61063 16.07080 22.86144  C152 1.593, C155 1.532, H168 1.124, H169 1.104
155 C 13.22618 15.86477 23.48354  C154 1.532, C156 1.537, H170 1.070, H171 1.076
156 C 12.20957 16.57996 22.57909  C155 1.537, C157 1.524, H172 1.083, H173 1.107
157 C 12.44772 18.08446 22.62244  C156 1.524, C158 1.522, C159 1.555, N160 1.539
158 C 11.56993 18.80611 21.61024  C157 1.522, H174 1.085, H175 1.102, H176 1.065
159 C 12.12919 18.64033 24.03892  C157 1.555, H177 1.087, H178 1.101, H179 1.131
160 N 13.89592 18.36435 22.18436  C152 1.485, C157 1.539, O161 1.437
161 O 14.07867 19.78578 22.28655  N160 1.437, H180 0.952
162 H 15.85671 19.04369 24.09236  C151 1.095
163 H 14.79575 17.87089 24.93689  C151 1.112
164 H 16.33870 17.38083 24.45310  C151 1.064
165 H 16.61897 18.61923 21.86309  C153 1.050
166 H 16.89713 16.97816 22.17582  C153 1.043
167 H 15.83296 17.51534 20.80120  C153 1.106
168 H 14.59884 15.56496 21.85784  C154 1.124
169 H 15.39687 15.57432 23.45683  C154 1.104
170 H 13.03188 14.81608 23.56607  C155 1.070
171 H 13.29412 16.21138 24.49964  C155 1.076
172 H 11.20022 16.44332 22.94744  C156 1.083
173 H 12.23271 16.22765 21.52944  C156 1.107
174 H 10.55551 18.60652 21.94006  C158 1.085
175 H 11.86156 18.32875 20.66068  C158 1.102
176 H 11.83670 19.83262 21.51572  C158 1.065
177 H 12.34968 19.69668 24.16565  C159 1.087
178 H 12.66153 18.13458 24.85958  C159 1.101
179 H 11.04896 18.55203 24.36289  C159 1.131
180 H 14.26541 20.00235 21.37864  O161 0.952
181 C 18.17743 22.54779 25.33502  C182 1.516, H192 1.100, H193 1.073, H194 1.076
182 C 19.01053 23.23271 24.26955  C181 1.516, C183 1.523, C184 1.558, N190 1.464
183 C 19.73295 24.42933 24.87395  C182 1.523, H195 1.078, H196 1.061, H197 1.079
184 C 20.08145 22.21611 23.77327  C182 1.558, C185 1.486, H198 1.090, H199 1.075
185 C 19.52136 21.27582 22.76852  C184 1.486, C186 1.487, H200 1.050, H201 1.100
186 C 18.72691 21.92987 21.69556  C185 1.487, C187 1.509, H202 1.094, H203 1.105
187 C 17.59330 22.82484 22.13296  C186 1.509, C188 1.535, C189 1.528, N190 1.499
188 C 17.17861 23.79551 21.01902  C187 1.535, H204 1.092, H205 1.102, H206 1.079
189 C 16.41882 21.94568 22.56008  C187 1.528, H207 1.104, H208 1.105, H209 1.073
190 N 18.21638 23.73524 23.14726  C182 1.464, C187 1.499, O191 1.449
191 O 17.24117 24.67808 23.65742  N190 1.449, H210 0.993
192 H 18.77368 22.13429 26.16152  C181 1.100
193 H 17.47052 23.23085 25.76427  C181 1.073
194 H 17.56759 21.74874 24.95246  C181 1.076
195 H 19.12195 25.16126 25.37665  C183 1.078
196 H 20.41672 24.01051 25.56855  C183 1.061
197 H 20.27482 24.85326 24.04275  C183 1.079
198 H 20.81050 22.83312 23.24799  C184 1.090
199 H 20.46560 21.74408 24.65989  C184 1.075
200 H 20.26426 20.67379 22.33558  C185 1.050
201 H 18.89006 20.51823 23.25669  C185 1.100
202 H 18.37789 21.22265 20.93792  C186 1.094
203 H 19.39758 22.65480 21.20061  C186 1.105
204 H 16.58715 23.24796 20.28248  C188 1.092
205 H 18.11703 24.19726 20.60385  C188 1.102
206 H 16.61652 24.53476 21.56893  C188 1.079
207 H 15.68898 21.87920 21.73484  C189 1.104
208 H 15.72755 22.50335 23.21725  C189 1.105
209 H 16.62070 20.95194 22.91160  C189 1.073
210 H 16.46182 24.13097 23.93976  O191 0.993
211 C 13.29821 18.70186 17.15257  C212 1.524, H222 1.070, H223 1.068, H224 1.110
212 C 14.57724 18.96652 16.36700  C211 1.524, C213 1.526, C214 1.522, N220 1.496
213 C 14.92843 17.66515 15.65240  C212 1.526, H225 1.085, H226 1.086, H227 1.077
214 C 14.32375 20.08809 15.37040  C212 1.522, C215 1.510, H228 1.105, H229 1.076
215 C 14.28856 21.42332 16.07491  C214 1.510, C216 1.519, H230 1.088, H231 1.075
216 C 15.49558 21.75698 16.93492  C215 1.519, C217 1.561, H232 1.083, H233 1.107
217 C 15.71163 20.60645 17.96700  C216 1.561, C218 1.560, C219 1.551, N220 1.463
218 C 17.17376 20.82941 18.46441  C217 1.560, H234 1.096, H235 1.086, H236 1.057
219 C 14.70185 20.70583 19.13971  C217 1.551, H237 1.104, H238 1.099, H239 1.134
220 N 15.74254 19.34600 17.22471  C212 1.496, C217 1.463, O221 1.413
221 O 16.12621 18.24602 18.02519  N220 1.413, H240 0.979
222 H 13.39679 18.12788 18.04966  C211 1.070
223 H 12.80081 19.61359 17.39963  C211 1.068
224 H 12.51194 18.17552 16.57167  C211 1.110
225 H 14.23176 17.64988 14.82098  C213 1.085
226 H 15.95690 17.73227 15.31007  C213 1.086
227 H 14.78926 16.80471 16.28455  C213 1.077
228 H 15.10694 20.09081 14.59129  C214 1.105
229 H 13.43691 19.96144 14.77407  C214 1.076
230 H 14.09898 22.22444 15.36406  C215 1.088
231 H 13.42038 21.45530 16.70747  C215 1.075
232 H 15.29176 22.59750 17.58682  C216 1.083
233 H 16.42210 21.85860 16.33828  C216 1.107
234 H 17.71498 20.82274 17.51123  C218 1.096
235 H 17.59512 20.03519 19.07358  C218 1.086
236 H 17.23090 21.76694 18.94828  C218 1.057
237 H 13.64937 20.90599 18.87269  C219 1.104
238 H 15.03636 21.49677 19.82548  C219 1.099
239 H 14.79884 19.73191 19.71201  C219 1.134
240 H 15.38850 17.82118 18.50809  O221 0.979
241 C 11.71194 23.84791 14.57439  C242 1.489, H248 1.107, H249 1.095, H250 1.086
242 C 12.73209 24.84322 15.00459  C241 1.489, O243 1.491, H251 1.105, H252 1.075
243 O 12.06888 25.79129 15.94447  C242 1.491, S244 1.684
244 S 12.80778 27.21761 16.45152  O243 1.684, C245 1.800, O246 1.408, O247 1.403
245 C 12.53886 28.31332 15.04956  S244 1.800, H253 1.088, H254 1.093, H255 1.091
246 O 11.97050 27.68101 17.48484  S244 1.408
247 O 14.19408 27.08290 16.62270  S244 1.403
248 H 12.26476 23.05510 14.03410  C241 1.107
249 H 10.97264 24.29624 13.90185  C241 1.095
250 H 11.28897 23.31468 15.42046  C241 1.086
251 H 13.58146 24.38953 15.54682  C242 1.105
252 H 13.20004 25.44022 14.24286  C242 1.075
253 H 13.10370 29.21732 15.26806  C245 1.088
254 H 11.46686 28.44919 14.88856  C245 1.093
255 H 12.95394 27.84898 14.15391  C245 1.091
256 C 16.19637 13.95520 15.30637  C257 1.527, H263 1.103, H264 1.101, H265 1.077
257 C 14.92850 13.20536 15.70695  C256 1.527, O258 1.476, H266 1.087, H267 1.079
258 O 15.04575 11.86598 15.09829  C257 1.476, S259 1.624
259 S 13.81231 10.87349 15.46009  O258 1.624, C260 1.807, O261 1.415, O262 1.418
260 C 14.08277 9.73677 14.08232  S259 1.807, H268 1.090, H269 1.056, H270 1.074
261 O 14.15436 10.14209 16.62232  S259 1.415
262 O 12.55443 11.48868 15.23350  S259 1.418
263 H 16.47217 13.85216 14.24298  C256 1.103
264 H 17.03675 13.55907 15.89788  C256 1.101
265 H 16.10859 14.97942 15.62927  C256 1.077
266 H 14.90607 13.07145 16.78547  C257 1.087
267 H 14.04213 13.68250 15.31870  C257 1.079
268 H 13.42199 8.87225 14.14418  C260 1.090
269 H 15.01910 9.27206 14.23418  C260 1.056
270 H 14.06454 10.17329 13.10118  C260 1.074
271 C 19.26469 17.23591 19.26289  C272 1.510, H278 1.065, H279 1.081, H280 1.095
272 C 18.69545 16.01780 18.57600  C271 1.510, O273 1.499, H281 1.073, H282 1.099
273 O 18.19468 15.19328 19.72375  C272 1.499, S274 1.613
274 S 17.01953 14.11426 19.48633  O273 1.613, C275 1.824, O276 1.449, O277 1.434
275 C 17.97336 12.56006 19.45146  S274 1.824, H283 1.125, H284 1.080, H285 1.078
276 O 16.33764 14.05385 20.76308  S274 1.449
277 O 16.30913 14.30275 18.25462  S274 1.434
278 H 18.58837 17.55094 20.02337  C271 1.065
279 H 19.34928 18.04874 18.55530  C271 1.081
280 H 20.25255 17.08380 19.71112  C271 1.095
281 H 17.88096 16.31823 17.94505  C272 1.073
282 H 19.42296 15.48514 17.94797  C272 1.099
283 H 18.30198 12.42449 18.38391  C275 1.125
284 H 17.30112 11.71759 19.52582  C275 1.080
285 H 18.75667 12.64065 20.18741  C275 1.078